Molecular formula: C3H9N3
Method: DFT, ωB97M-V/def2-TZVPD

XYZ file:
```
15
Properties=species:S:1:pos:R:3:forces:R:3
N 2.17290 -0.78066 -0.27852 -1.7 1.3 1.5
N 1.64530 1.04649 1.02974 -0.1 1.7 -0.5
N -1.78448 0.74374 -1.43986 0.6 2.3 -1.1
C 1.67775 -0.29484 0.83642 1.5 -1.5 -1.5
C -1.44924 -0.97319 0.23322 -0.8 1.3 -1.0
C -2.19585 0.01666 -0.34927 0.7 -1.3 0.8
H -1.96546 -1.75294 0.78854 0.4 0.4 0.3
H -3.23105 0.26619 -0.04361 0.6 -0.5 -0.3
H 1.85649 1.60631 0.18148 -0.1 -0.8 0.8
H 1.91142 -1.75232 -0.34749 0.7 -0.6 0.3
H -0.81108 0.87025 -1.74715 -0.4 -1.1 0.7
H -0.37857 -1.01353 -0.03081 -0.9 -0.5 0.0
H 1.46491 -0.94511 1.71322 -0.5 0.6 -0.6
H -2.18766 1.66997 -1.59181 -0.4 -0.6 0.4
H 0.90890 1.49240 1.57591 0.4 -0.7 0.1
```
Positions in Å, forces in eV/Å.

Results
Orbital gap   9.04 eV
Relative energy (zero: lowest compared OMol25 entry of this formula, charge and spin)   166.0 kJ/mol